Record 1
The following is a DFT calculation (ωB97M-V with the def2-TZVPD basis set) of a structure of composition C33H36N4O4S3Tc at a distorted geometry.

Positions of all 81 atoms, in Å:
Tc: -0.12784 0.10905 0.16917
O: -0.35199 -0.34486 2.16820
C: -1.63144 -0.11602 2.75761
C: -2.66570 -0.09283 1.68229
C: -4.00941 -0.19972 1.96804
C: -4.92193 -0.18936 0.93296
C: -4.46278 -0.11081 -0.37276
C: -3.10946 -0.01963 -0.59725
N: -2.21258 0.01858 0.41904
H: 0.49550 0.13703 2.66276
H: -1.63995 0.82711 3.29792
H: -1.85243 -0.91338 3.45815
H: -4.32946 -0.28420 3.00451
H: -5.98567 -0.25342 1.14138
H: -5.14064 -0.11278 -1.21906
H: -2.71869 0.05607 -1.59482
S: 2.21922 0.14961 0.25806
C: 3.20399 1.20161 1.24158
C: 4.31888 1.69270 0.50997
C: 5.22560 2.55796 1.06281
C: 5.04564 2.96440 2.39274
C: 3.99110 2.48120 3.13420
C: 3.03749 1.56204 2.61868
S: 1.90166 0.96470 3.79916
H: 4.42940 1.37511 -0.52789
H: 6.06617 2.92300 0.47670
H: 5.74865 3.66056 2.84809
H: 3.87447 2.78034 4.17010
C: 4.19489 5.20399 -3.00386
C: 3.04966 4.21984 -3.00605
C: 1.77064 4.60389 -3.40298
C: 0.71510 3.70361 -3.38788
C: 0.95285 2.39474 -2.97614
C: 2.22778 1.97981 -2.59845
C: 3.26249 2.89885 -2.60919
S: -0.39647 1.26851 -2.95810
O: -1.57618 2.02164 -2.59656
O: -0.41537 0.54941 -4.19555
O: -0.01180 0.27855 -1.84146
H: 3.85092 6.21474 -3.22087
H: 4.94099 4.93222 -3.75546
H: 4.69821 5.21385 -2.03349
H: 1.59368 5.63074 -3.71570
H: -0.28939 4.00718 -3.67054
H: 2.39987 0.95550 -2.28456
H: 4.25928 2.58926 -2.29110
C: -1.43142 -2.92132 0.13554
C: -1.35185 -4.46503 -0.05640
N: 0.01360 -4.87186 -0.40114
C: 0.42152 -4.17600 -1.63140
C: 0.42340 -2.63362 -1.41587
N: -0.07564 -2.31177 -0.02505
C: 0.83510 -2.95766 0.97706
C: 0.91743 -4.48705 0.69588
H: -1.79667 -2.66731 1.13266
H: -2.10272 -2.46967 -0.59513
H: -2.02121 -4.78844 -0.85169
H: -1.64519 -4.98364 0.85586
H: -0.27106 -4.45595 -2.42463
H: 1.41135 -4.52834 -1.91802
H: -0.20802 -2.12684 -2.14249
H: 1.42589 -2.21628 -1.51295
H: 0.43828 -2.74663 1.96966
H: 1.80770 -2.48336 0.91134
H: 0.64510 -5.05929 1.58246
H: 1.93115 -4.77300 0.41742
C: -0.11303 2.25800 0.51062
C: -1.14066 2.91362 1.38936
C: -2.42920 3.18556 0.91336
C: -3.39124 3.76046 1.72655
C: -3.08361 4.09743 3.04337
C: -1.78830 3.89411 3.51413
C: -0.83066 3.31548 2.69275
C: -4.11148 4.65653 3.90970
N: -4.93360 5.08697 4.59605
H: 0.89564 2.50588 0.84016
H: -0.25292 2.62949 -0.49981
H: -2.66477 2.94859 -0.12407
H: -4.39078 3.95515 1.34833
H: -1.53420 4.19107 4.52554
H: 0.17170 3.14050 3.07197

Output
Net charge: 0
Energy relative to the best compared isomer or geometry (same formula, charge and spin): 27.8 kcal/mol
Spin multiplicity: 4
⟨S²⟩: 3.787


Record 2
The following is a DFT calculation (ωB97M-V with the def2-TZVPD basis set) of a structure of composition C33H37BHgN7P.

Positions of all 80 atoms, in Å:
Hg: 0.16899 1.13465 -1.22659
C: -3.03931 -1.01907 -1.00396
C: -3.02763 -0.05983 0.14154
C: -3.93307 0.02675 1.21550
C: -3.48467 1.08713 1.98015
C: -4.07678 1.62358 3.24369
N: -2.38135 1.58336 1.37598
N: -2.11269 0.88697 0.25686
B: -1.51716 2.78097 1.83813
N: -1.42078 3.84690 0.72295
N: -0.86615 3.59697 -0.47466
C: -0.97888 4.68772 -1.21010
C: -0.46461 4.73985 -2.61087
C: -1.62992 5.69242 -0.46651
C: -1.89248 5.11489 0.76000
C: -2.57202 5.72857 1.94179
N: -0.11838 2.25810 2.25110
N: 0.76760 1.76377 1.36459
C: 1.83104 1.36548 2.04193
C: 3.02256 0.77285 1.36347
C: 1.63708 1.60751 3.41499
C: 0.38034 2.17358 3.50564
C: -0.33787 2.60119 4.74506
H: -4.03454 -1.44687 -1.12540
H: -2.32882 -1.83263 -0.83712
H: -2.74653 -0.51693 -1.92600
H: -4.79781 -0.58926 1.40417
H: -4.96719 1.04845 3.49342
H: -4.35480 2.67360 3.13991
H: -3.36914 1.55156 4.07086
H: -2.03056 3.28559 2.78990
H: -0.06810 3.76264 -2.88687
H: 0.33350 5.47844 -2.70999
H: -1.26129 5.00445 -3.30856
H: -1.87466 6.69489 -0.77959
H: -2.82791 6.76251 1.71510
H: -1.92455 5.71134 2.81973
H: -3.48745 5.18868 2.19027
H: 2.82028 0.65859 0.29759
H: 3.26403 -0.20753 1.77867
H: 3.89708 1.41513 1.48522
H: 2.31930 1.40391 4.22501
H: 0.31307 2.44998 5.60480
H: -1.24753 2.01649 4.89028
H: -0.62180 3.65332 4.69724
N: 0.60484 -0.86863 -2.49503
P: 1.13051 -2.18902 -1.93048
C: 0.35570 -2.93241 -0.42995
C: -0.15890 -4.21618 -0.29533
C: -0.71397 -4.62033 0.91331
C: -0.76015 -3.75033 1.99218
C: -0.24070 -2.46732 1.86848
C: 0.30586 -2.06438 0.66277
C: 2.90077 -2.25798 -1.40517
C: 3.69692 -1.23324 -1.90966
C: 5.02411 -1.11015 -1.52638
C: 5.55935 -2.00798 -0.61270
C: 4.77108 -3.02845 -0.09844
C: 3.44656 -3.15614 -0.49329
C: 0.97681 -3.41149 -3.27329
C: -0.33014 -3.66531 -3.70445
C: -0.57245 -4.20267 -4.95507
C: 0.49063 -4.50271 -5.79931
C: 1.78965 -4.26184 -5.37880
C: 2.03355 -3.70628 -4.13044
H: -0.12399 -4.90782 -1.12960
H: -1.11253 -5.62306 1.01531
H: -1.20135 -4.07098 2.92800
H: -0.26416 -1.77986 2.70501
H: 0.69960 -1.05882 0.54647
H: 3.23808 -0.53240 -2.59963
H: 5.63844 -0.31095 -1.92274
H: 6.58630 -1.90595 -0.28216
H: 5.18828 -3.72456 0.61964
H: 2.83886 -3.95697 -0.08787
H: -1.14863 -3.39600 -3.04692
H: -1.59113 -4.35956 -5.28872
H: 0.31121 -4.91093 -6.78636
H: 2.62057 -4.47890 -6.04002
H: 3.05201 -3.49109 -3.82870

Output
Net charge: -1
Energy relative to the best compared isomer or geometry (same formula, charge and spin): 0.0 kcal/mol
Spin multiplicity: 2
⟨S²⟩: 0.758


Record 3
The following is a DFT calculation (ωB97M-V with the def2-TZVPD basis set) of a structure of composition C33H37ClCrF4N6O4S at a distorted geometry.

Positions of all 87 atoms, in Å:
Cr: -1.60016 -0.86826 0.90947
C: -2.90176 -0.42306 -1.73263
N: -1.86466 -1.28026 -1.14593
C: -0.68516 -1.15446 -2.00853
C: -2.31116 -2.68796 -1.15743
C: -3.26226 -2.95666 -0.00043
N: -2.58516 -2.48926 1.18227
C: -3.14796 -2.61726 2.39347
C: -2.58466 -1.87166 3.44997
F: -1.54696 -1.01286 3.08377
C: -3.05936 -1.87906 4.74267
F: -2.47326 -1.11526 5.66697
C: -4.14336 -2.67516 5.07307
C: -4.73776 -3.41516 4.06237
F: -5.80336 -4.16026 4.34817
C: -4.26146 -3.40836 2.76097
F: -4.89506 -4.15646 1.84147
H: -3.00966 -0.64046 -2.80153
H: -2.60586 0.62074 -1.61493
H: -3.86526 -0.57326 -1.24693
H: -0.92586 -1.41916 -3.04523
H: 0.11784 -1.80926 -1.67053
H: -0.34706 -0.11956 -1.98813
H: -1.42796 -3.32166 -1.01433
H: -2.77726 -2.94296 -2.11623
H: -3.49996 -4.02596 0.02447
H: -4.21016 -2.40756 -0.11253
H: -4.52966 -2.69246 6.07627
O: -1.49226 1.28704 0.80587
C: -2.71886 1.28994 1.07137
N: -3.30546 0.11234 1.17917
S: -4.94716 0.23484 1.39937
O: -5.54436 -0.35096 0.23177
O: -5.29806 -0.30526 2.67507
C: -4.94036 2.02624 1.36077
C: -5.97136 2.92654 1.46477
C: -5.65066 4.28284 1.44687
C: -4.33436 4.70394 1.32307
C: -3.29976 3.79024 1.19347
C: -3.61796 2.43864 1.21247
H: -6.99136 2.58984 1.55617
H: -6.43936 5.01304 1.53317
H: -4.11116 5.75884 1.32027
H: -2.27466 4.11294 1.09427
C: 6.24964 -1.84056 -1.00473
C: 5.55134 -0.66076 -1.70243
C: 5.79124 -0.80196 -3.21343
C: 6.23924 0.61874 -1.21073
C: 4.01424 -0.70126 -1.39333
O: 3.54074 -2.04346 -1.42773
C: 3.10414 0.03724 -2.41143
C: 3.22594 1.54784 -2.68073
C: 2.49824 2.39174 -1.67443
C: 3.16564 3.14674 -0.71793
C: 2.46664 3.88204 0.22367
C: 1.08114 3.87564 0.20787
Cl: 0.21554 4.78764 1.39217
C: 0.39234 3.15834 -0.75903
C: 1.10684 2.42664 -1.68923
C: 3.71804 -0.22036 0.06137
N: 2.49834 -0.80846 0.53647
C: 1.25734 -0.33926 0.42027
N: 0.39404 -1.26136 0.84727
C: 1.19884 -2.28336 1.23957
N: 2.46444 -2.02926 1.05847
H: 7.32584 -1.70396 -1.06803
H: 6.01194 -2.79236 -1.47283
H: 5.97774 -1.90676 0.04467
H: 6.84944 -0.97556 -3.39363
H: 5.50314 0.09614 -3.75313
H: 5.24654 -1.64866 -3.63023
H: 7.26384 0.62364 -1.57583
H: 6.27754 0.65844 -0.12633
H: 5.76204 1.52114 -1.57363
H: 4.03734 -2.54506 -2.08193
H: 2.08194 -0.16846 -2.08253
H: 3.22994 -0.48446 -3.36103
H: 2.77214 1.72564 -3.65853
H: 4.26494 1.85554 -2.75273
H: 4.24494 3.17944 -0.70933
H: 2.99434 4.46284 0.96297
H: -0.68496 3.17064 -0.77823
H: 0.57424 1.88934 -2.46123
H: 3.62584 0.86364 0.08747
H: 4.51354 -0.55426 0.72607
H: 1.00144 0.64494 0.07767
H: 0.83364 -3.20206 1.65027

Output
Net charge: +1
Energy relative to the best compared isomer or geometry (same formula, charge and spin): 7.5 kcal/mol
Spin multiplicity: 2
⟨S²⟩: 1.056


Q: Which of these has the highest ⟨S²⟩?
A: C33H36N4O4S3Tc